Entry 1:
{
  "formula": "C16H8BrCl52S",
  "method": "ωB97M-V/def2-TZVPD",
  "elements": ["C", "C", "Br", "C", "S", "H", "H", "H", "H", "H", "H", "H", "H", "C", "Cl", "Cl", "Cl", "Cl", "C", "Cl", "Cl", "Cl", "Cl", "C", "Cl", "Cl", "Cl", "Cl", "C", "Cl", "Cl", "Cl", "Cl", "C", "Cl", "Cl", "Cl", "Cl", "C", "Cl", "Cl", "Cl", "Cl", "C", "Cl", "Cl", "Cl", "Cl", "C", "Cl", "Cl", "Cl", "Cl", "C", "Cl", "Cl", "Cl", "Cl", "C", "Cl", "Cl", "Cl", "Cl", "C", "Cl", "Cl", "Cl", "Cl", "C", "Cl", "Cl", "Cl", "Cl", "C", "Cl", "Cl", "Cl", "Cl"],
  "coordinates": [[-1.88, -0.35, 3.24], [-1.34, -0.42, 1.83], [-2.37, 0.73, 0.65], [-1.42, -1.79, 1.18], [-0.46, -3.14, 1.95], [-1.70, 0.63, 3.67], [-1.38, -1.07, 3.90], [-2.96, -0.52, 3.26], [-0.32, -0.04, 1.77], [-2.44, -2.18, 1.13], [-1.02, -1.79, 0.16], [-0.74, -2.93, 3.26], [0.73, -2.49, 2.08], [2.15, -0.81, 4.56], [2.84, -1.50, 3.07], [3.41, -0.49, 5.72], [1.28, 0.66, 4.16], [1.01, -2.01, 5.24], [-2.56, -2.07, -3.11], [-3.44, -2.78, -1.73], [-3.64, -1.06, -4.04], [-1.21, -1.09, -2.50], [-1.90, -3.38, -4.10], [-2.48, 4.93, 0.55], [-1.66, 4.53, -0.97], [-2.64, 6.68, 0.70], [-4.07, 4.17, 0.57], [-1.52, 4.32, 1.91], [5.48, 0.93, 9.26], [5.92, -0.08, 7.86], [3.76, 1.33, 9.15], [5.78, 0.03, 10.73], [6.44, 2.41, 9.23], [3.04, 4.88, -0.54], [1.62, 4.78, 0.50], [4.50, 4.96, 0.47], [3.13, 3.45, -1.57], [2.94, 6.33, -1.54], [3.41, -3.98, 11.86], [2.65, -3.67, 13.42], [2.61, -5.34, 11.07], [3.28, -2.54, 10.84], [5.12, -4.36, 12.10], [4.72, 10.53, 0.06], [6.33, 11.24, 0.22], [4.00, 11.03, -1.48], [4.86, 8.76, 0.09], [3.70, 11.06, 1.39], [-6.29, 4.75, -3.29], [-7.28, 5.86, -2.35], [-6.73, 3.08, -2.88], [-6.55, 5.02, -5.01], [-4.58, 5.01, -2.90], [1.71, 4.29, 5.36], [2.43, 4.05, 3.76], [1.72, 6.00, 5.77], [0.03, 3.70, 5.33], [2.62, 3.37, 6.56], [-6.42, -3.30, -6.86], [-7.50, -2.64, -5.63], [-7.16, -4.71, -7.62], [-6.09, -2.07, -8.09], [-4.89, -3.77, -6.10], [-2.06, -6.07, -8.44], [-1.71, -7.32, -7.24], [-3.80, -5.97, -8.69], [-1.46, -4.51, -7.84], [-1.25, -6.46, -9.95], [0.82, -10.45, -9.09], [1.17, -11.71, -7.91], [-0.93, -10.34, -9.34], [1.42, -8.90, -8.49], [1.61, -10.83, -10.62], [1.93, -0.52, -5.94], [3.12, -1.24, -7.01], [2.71, -0.06, -4.41], [1.22, 0.91, -6.68], [0.65, -1.70, -5.59]],
  "energy_ha": -27516.21798,
  "homo_energy_ev": -12.3490,
  "lumo_ev": -3.232,
  "charge": 1,
  "gap_ev": 9.117
}


Entry 2:
{
  "formula": "C16H8BrCo2N2O6",
  "method": "ωB97M-V/def2-TZVPD",
  "elements": ["C", "N", "N", "C", "C", "C", "C", "Br", "C", "C", "H", "H", "H", "H", "H", "O", "C", "Co", "C", "O", "C", "O", "C", "C", "C", "Co", "C", "O", "C", "O", "C", "O", "H", "H", "H"],
  "coordinates": [[2.48, 0.86, -1.20], [2.96, 0.41, -0.02], [3.10, 0.09, 1.07], [2.50, 0.01, -2.34], [1.88, 0.36, -3.56], [1.85, -0.53, -4.65], [2.47, -1.80, -4.51], [2.48, -3.02, -5.97], [3.09, -2.17, -3.29], [3.10, -1.26, -2.22], [2.12, 1.89, -1.27], [1.42, 1.34, -3.65], [1.38, -0.27, -5.58], [3.56, -3.13, -3.18], [3.57, -1.57, -1.30], [-2.11, -3.17, 0.28], [-2.48, -2.19, 0.75], [-2.87, -0.64, 1.52], [-3.51, 0.38, 0.24], [-3.84, 1.13, -0.57], [-4.32, -0.86, 2.53], [-5.20, -0.95, 3.27], [-1.66, -0.09, 2.94], [-0.97, 0.17, 1.72], [0.12, -0.28, 1.03], [-1.50, 1.75, 2.94], [-1.72, 3.02, 1.75], [-1.84, 3.79, 0.90], [-0.07, 2.10, 3.87], [0.93, 2.25, 4.43], [-2.91, 1.99, 4.01], [-3.85, 2.06, 4.66], [-1.25, -0.80, 3.71], [0.66, 0.43, 0.36], [0.46, -1.31, 1.33]],
  "energy_ha": -6514.88019,
  "homo_energy_ev": -3.5227,
  "lumo_ev": 2.060,
  "charge": -1,
  "gap_ev": 5.582
}


Entry 3:
{
  "formula": "C16H8Cl2LaNO3S",
  "method": "ωB97M-V/def2-TZVPD",
  "elements": ["La", "O", "C", "O", "C", "C", "C", "C", "C", "C", "S", "H", "H", "H", "H", "Cl", "C", "C", "C", "Cl", "C", "C", "C", "C", "N", "C", "C", "O", "H", "H", "H", "H"],
  "coordinates": [[0.32, -0.15, 0.42], [-0.06, -1.93, 1.85], [-0.43, -3.14, 2.08], [-0.82, -3.63, 3.14], [-0.53, -4.06, 0.85], [-0.79, -5.37, 1.16], [-0.85, -6.32, 0.20], [-0.84, -6.06, -1.15], [-0.46, -4.73, -1.52], [-0.40, -3.72, -0.54], [-0.47, -2.12, -1.35], [-0.98, -5.69, 2.19], [-1.23, -7.32, 0.62], [-1.02, -6.75, -1.97], [-0.16, -4.43, -2.59], [0.71, 3.77, 3.97], [0.59, 3.95, 2.29], [0.79, 5.19, 1.76], [0.84, 5.33, 0.39], [1.16, 6.96, -0.20], [0.64, 4.33, -0.51], [0.69, 4.52, -1.94], [0.47, 3.42, -2.78], [0.14, 2.20, -2.23], [-0.01, 1.94, -0.88], [0.33, 2.99, 0.00], [0.30, 2.82, 1.43], [-0.08, 1.67, 2.00], [0.82, 6.02, 2.48], [0.79, 5.50, -2.37], [0.51, 3.46, -3.86], [0.03, 1.36, -2.92]],
  "energy_ha": -2245.23106,
  "homo_energy_ev": -7.7854,
  "lumo_ev": -1.776,
  "charge": 0,
  "gap_ev": 6.009
}


> What is the formula in the second record?

C16H8BrCo2N2O6


Please write out number 1 again, unchanged.
{
  "formula": "C16H8BrCl52S",
  "method": "ωB97M-V/def2-TZVPD",
  "elements": ["C", "C", "Br", "C", "S", "H", "H", "H", "H", "H", "H", "H", "H", "C", "Cl", "Cl", "Cl", "Cl", "C", "Cl", "Cl", "Cl", "Cl", "C", "Cl", "Cl", "Cl", "Cl", "C", "Cl", "Cl", "Cl", "Cl", "C", "Cl", "Cl", "Cl", "Cl", "C", "Cl", "Cl", "Cl", "Cl", "C", "Cl", "Cl", "Cl", "Cl", "C", "Cl", "Cl", "Cl", "Cl", "C", "Cl", "Cl", "Cl", "Cl", "C", "Cl", "Cl", "Cl", "Cl", "C", "Cl", "Cl", "Cl", "Cl", "C", "Cl", "Cl", "Cl", "Cl", "C", "Cl", "Cl", "Cl", "Cl"],
  "coordinates": [[-1.88, -0.35, 3.24], [-1.34, -0.42, 1.83], [-2.37, 0.73, 0.65], [-1.42, -1.79, 1.18], [-0.46, -3.14, 1.95], [-1.70, 0.63, 3.67], [-1.38, -1.07, 3.90], [-2.96, -0.52, 3.26], [-0.32, -0.04, 1.77], [-2.44, -2.18, 1.13], [-1.02, -1.79, 0.16], [-0.74, -2.93, 3.26], [0.73, -2.49, 2.08], [2.15, -0.81, 4.56], [2.84, -1.50, 3.07], [3.41, -0.49, 5.72], [1.28, 0.66, 4.16], [1.01, -2.01, 5.24], [-2.56, -2.07, -3.11], [-3.44, -2.78, -1.73], [-3.64, -1.06, -4.04], [-1.21, -1.09, -2.50], [-1.90, -3.38, -4.10], [-2.48, 4.93, 0.55], [-1.66, 4.53, -0.97], [-2.64, 6.68, 0.70], [-4.07, 4.17, 0.57], [-1.52, 4.32, 1.91], [5.48, 0.93, 9.26], [5.92, -0.08, 7.86], [3.76, 1.33, 9.15], [5.78, 0.03, 10.73], [6.44, 2.41, 9.23], [3.04, 4.88, -0.54], [1.62, 4.78, 0.50], [4.50, 4.96, 0.47], [3.13, 3.45, -1.57], [2.94, 6.33, -1.54], [3.41, -3.98, 11.86], [2.65, -3.67, 13.42], [2.61, -5.34, 11.07], [3.28, -2.54, 10.84], [5.12, -4.36, 12.10], [4.72, 10.53, 0.06], [6.33, 11.24, 0.22], [4.00, 11.03, -1.48], [4.86, 8.76, 0.09], [3.70, 11.06, 1.39], [-6.29, 4.75, -3.29], [-7.28, 5.86, -2.35], [-6.73, 3.08, -2.88], [-6.55, 5.02, -5.01], [-4.58, 5.01, -2.90], [1.71, 4.29, 5.36], [2.43, 4.05, 3.76], [1.72, 6.00, 5.77], [0.03, 3.70, 5.33], [2.62, 3.37, 6.56], [-6.42, -3.30, -6.86], [-7.50, -2.64, -5.63], [-7.16, -4.71, -7.62], [-6.09, -2.07, -8.09], [-4.89, -3.77, -6.10], [-2.06, -6.07, -8.44], [-1.71, -7.32, -7.24], [-3.80, -5.97, -8.69], [-1.46, -4.51, -7.84], [-1.25, -6.46, -9.95], [0.82, -10.45, -9.09], [1.17, -11.71, -7.91], [-0.93, -10.34, -9.34], [1.42, -8.90, -8.49], [1.61, -10.83, -10.62], [1.93, -0.52, -5.94], [3.12, -1.24, -7.01], [2.71, -0.06, -4.41], [1.22, 0.91, -6.68], [0.65, -1.70, -5.59]],
  "energy_ha": -27516.21798,
  "homo_energy_ev": -12.3490,
  "lumo_ev": -3.232,
  "charge": 1,
  "gap_ev": 9.117
}


> Which formula does entry 1 have?

C16H8BrCl52S